[1]
{"formula": "C7H35NO12", "method": "ωB97M-V with the def2-TZVPD basis set", "homo_energy_ev": -8.169, "spin_multiplicity": 1, "de_lowest_kcal_mol": 17.1, "charge": 0, "orbital_gap_ha": 0.3139, "symbols": ["C", "C", "N", "C", "C", "C", "C", "C", "H", "H", "H", "H", "H", "H", "H", "H", "H", "H", "H", "H", "H", "O", "H", "H", "O", "H", "H", "O", "H", "H", "O", "H", "H", "O", "H", "H", "O", "H", "H", "O", "H", "H", "O", "H", "H", "O", "H", "H", "O", "H", "H", "O", "H", "H", "O"], "coordinates": [[-0.0072, -0.3364, -0.6194], [-0.0269, -1.0840, -1.7279], [0.4440, -2.3985, -1.7557], [-0.3098, 1.1353, -0.5720], [-0.5567, 1.5586, 0.8619], [-1.6683, 1.3843, 1.5599], [-1.6686, 1.5975, 3.0265], [-0.8668, 1.0456, 3.9249], [0.3352, -0.8759, 0.2505], [-0.5576, -0.7335, -2.6074], [0.4102, -2.8131, -2.6685], [0.2075, -2.9876, -0.9787], [-1.1017, 1.4326, -1.2655], [0.5021, 1.7131, -0.9894], [0.3548, 1.7837, 1.3963], [-2.6255, 1.0511, 1.1781], [-2.5370, 2.1527, 3.3891], [-0.0510, 0.3787, 3.6991], [-0.9715, 1.2018, 5.0017], [2.7578, 0.6296, -2.2607], [3.2538, 1.3803, -3.6117], [2.5580, 0.8722, -3.1972], [-1.8355, 0.8197, -3.6469], [-2.1788, -0.4710, -4.4716], [-2.5114, 0.1417, -3.8040], [0.0401, -3.3089, 1.8364], [0.9352, -4.5921, 2.1819], [0.6517, -3.9891, 1.4928], [-2.3346, 3.6248, 0.0999], [-3.8191, 3.2632, 0.3145], [-3.2103, 3.9994, 0.2246], [-2.8184, -2.9775, 0.4676], [-2.8882, -1.5998, -0.1522], [-2.3503, -2.1246, 0.4698], [1.8450, -2.9221, 0.7704], [2.7562, -2.5619, -0.4094], [2.4808, -2.2422, 0.4573], [2.6912, -0.3656, -0.2282], [3.4093, 1.1167, -0.1228], [3.1532, 0.3634, -0.6757], [3.7058, 1.5101, 2.1121], [3.0368, 2.9360, 1.8148], [3.6825, 2.2882, 1.5342], [-2.2849, -0.2779, -0.9266], [-3.3104, -0.4836, -2.0513], [-3.2347, -0.4157, -1.0811], [2.2508, -0.7057, 2.3951], [3.5066, -0.4891, 1.4851], [3.0585, -0.1967, 2.2817], [0.7275, 1.4364, -3.1953], [0.1776, 2.0295, -4.4765], [-0.1065, 1.5634, -3.6856], [-1.5333, -2.1678, 2.0862], [-0.9836, -1.0421, 2.9362], [-0.8574, -1.9813, 2.7640]], "forces_ev_per_a": [[0.2, -0.4, -0.8], [-0.6, 0.1, 0.6], [0.0, 0.4, -0.6], [-0.6, 0.3, 0.2], [0.2, -0.9, -0.8], [0.4, 0.2, 1.0], [-1.0, -0.1, 0.0], [0.2, 0.0, 0.7], [0.2, 0.4, 0.5], [0.7, 0.1, -0.3], [-0.2, -0.4, 0.1], [-0.1, -0.2, 0.1], [-0.4, -0.2, 0.3], [0.7, 0.1, 0.2], [0.1, 0.4, 0.3], [0.0, 0.1, -0.5], [0.3, 0.1, 0.1], [0.3, 0.0, -0.4], [-0.2, 0.2, -0.4], [0.5, 0.3, -0.3], [0.3, 0.0, 0.4], [-0.9, -0.2, -0.2], [0.3, -0.2, -0.3], [0.1, 0.4, 0.1], [-0.6, -0.3, 0.1], [0.4, -0.3, 0.6], [-0.2, 0.2, 0.3], [-0.1, 0.2, -0.8], [0.0, -0.2, 0.1], [0.1, -0.2, -0.1], [-0.1, 0.4, 0.0], [0.3, 0.3, 0.1], [-0.2, 0.3, -0.1], [-0.2, -1.8, 0.7], [0.2, 0.1, 0.1], [-0.1, 0.1, -0.1], [0.2, -0.2, -0.1], [0.0, 0.5, 0.2], [-0.4, -0.2, 0.6], [0.3, -0.3, -0.7], [-0.7, 0.4, 0.3], [-0.1, -0.2, 0.4], [0.8, 0.2, -0.8], [0.0, 0.2, -0.4], [0.2, 0.2, 0.1], [-0.2, 0.4, -0.4], [0.2, -0.2, -0.3], [-0.3, -0.6, 0.0], [0.2, 0.4, 0.8], [0.1, -0.3, -0.3], [-0.1, 0.0, -0.1], [-0.1, 0.3, 0.1], [-0.1, 0.4, -0.1], [0.0, 0.0, 0.0], [-0.1, -0.3, -0.1]]}

=====

[2]
{"formula": "C7H36O13", "method": "ωB97M-V with the def2-TZVPD basis set", "homo_energy_ev": -8.931, "spin_multiplicity": 1, "de_lowest_kcal_mol": 3.8, "charge": 0, "orbital_gap_ha": 0.3234, "symbols": ["C", "C", "C", "C", "C", "C", "C", "H", "H", "H", "H", "H", "H", "H", "H", "H", "H", "H", "H", "O", "H", "H", "O", "H", "H", "O", "H", "H", "O", "H", "H", "O", "H", "H", "O", "H", "H", "O", "H", "H", "O", "H", "H", "O", "H", "H", "O", "H", "H", "O", "H", "H", "O", "H", "H", "O"], "coordinates": [[-0.2322, 1.0027, 2.9408], [-0.4246, 0.9400, 4.2607], [0.0009, 0.0294, 0.7416], [0.1614, -0.1167, 2.0584], [0.7422, -1.3187, 2.6804], [0.9959, -2.4522, 2.0225], [1.5908, -3.6576, 2.6762], [-0.3661, 1.9625, 2.4581], [-0.7132, 1.8055, 4.8293], [-0.2808, 0.0297, 4.8315], [-0.3939, 0.9364, 0.3063], [0.2736, -0.7459, 0.0345], [1.0080, -1.2041, 3.7368], [0.7472, -2.5614, 0.9625], [0.8847, -4.4934, 2.5779], [2.4809, -4.0075, 2.1570], [1.8466, -3.5077, 3.7174], [-0.7223, 3.5615, -2.2358], [-2.1062, 3.4334, -1.4938], [-1.2878, 3.9743, -1.5491], [-2.1274, -0.6566, -2.3441], [-3.6594, -0.5307, -2.7174], [-3.0179, -0.3556, -2.0145], [-1.3667, -2.4598, -2.2659], [0.0625, -1.7778, -2.4160], [-0.8507, -1.7775, -2.7825], [-3.5745, 2.1740, -0.3249], [-3.2079, 1.3003, -1.5568], [-3.4084, 2.2248, -1.2718], [2.2695, -0.6701, -1.5882], [1.6701, -0.7700, -3.0213], [1.7911, -1.2848, -2.1804], [3.0475, 3.4243, 2.0374], [1.7990, 3.5142, 1.0859], [2.7755, 3.5347, 1.1178], [2.5196, 4.2717, -1.6843], [3.1250, 2.8817, -1.7585], [2.6929, 3.5686, -2.3169], [-1.3636, -1.8891, 3.6604], [-2.1332, -1.0722, 2.6417], [-2.1853, -1.8924, 3.1507], [-1.9493, -3.1632, 2.0236], [-2.2657, -4.6663, 1.7139], [-1.7024, -3.9289, 1.4583], [-2.2207, -3.4910, -0.2451], [-2.9670, -2.3659, -1.0671], [-2.5448, -3.2323, -1.1466], [3.2986, 2.2330, 0.1629], [4.5405, 1.6224, -0.5946], [3.5747, 1.7059, -0.6295], [0.5963, 1.0827, -3.9469], [-0.0796, -0.3289, -3.9768], [0.7125, 0.1463, -4.2556], [1.2366, 3.0210, -3.0143], [0.3426, 3.2720, -4.2283], [0.3650, 2.7253, -3.4175]], "forces_ev_per_a": [[0.1, -0.1, 0.5], [0.2, -0.2, -0.3], [0.1, -0.1, -0.3], [0.0, 0.4, 0.0], [0.2, 0.0, -0.2], [0.2, -0.1, 0.5], [-0.3, -0.4, -0.5], [-0.2, 0.0, -0.2], [-0.1, 0.2, 0.1], [-0.1, 0.0, 0.0], [-0.1, 0.1, 0.1], [0.0, 0.1, 0.0], [0.0, -0.3, -0.3], [0.0, 0.1, 0.4], [0.0, 0.2, 0.2], [0.2, 0.1, -0.1], [-0.1, 0.1, 0.2], [-0.6, 0.1, 0.4], [0.6, 0.1, -0.2], [0.1, -0.1, -0.1], [-0.5, 0.1, 0.0], [0.3, 0.0, 0.1], [0.2, -0.2, -0.2], [0.6, 0.3, -0.4], [-0.4, 0.0, 0.0], [-0.2, -0.5, 0.6], [0.0, 0.0, -0.1], [-0.1, 0.4, 0.2], [-0.1, -0.3, 0.0], [-0.4, -0.4, -0.4], [0.0, -0.1, 0.4], [0.5, 0.7, 0.1], [-0.3, 0.1, 0.0], [0.6, 0.1, 0.2], [-0.6, 0.0, 0.1], [-0.1, 0.3, -0.1], [-0.1, -0.1, -0.3], [0.0, 0.1, 0.1], [-0.1, -0.1, -0.1], [0.0, 0.0, 0.0], [-0.2, 0.2, 0.1], [0.0, -0.3, 0.1], [0.0, 0.1, 0.1], [0.0, -0.1, -0.3], [-0.3, 0.3, -0.6], [0.0, 0.0, 0.2], [0.2, -0.1, 0.4], [0.3, -0.3, -0.5], [-0.4, 0.0, 0.1], [0.3, -0.2, 0.3], [-0.1, -0.7, -0.2], [-0.1, 0.0, -0.1], [0.2, 0.5, 0.1], [-0.5, -0.3, 0.0], [-0.2, -0.5, 0.4], [1.0, 0.9, -0.6]]}

=====

[3]
{"formula": "C7H37NO12", "method": "ωB97M-V with the def2-TZVPD basis set", "homo_energy_ev": -7.435, "spin_multiplicity": 1, "de_lowest_kcal_mol": 78.8, "charge": 0, "orbital_gap_ha": 0.2734, "symbols": ["C", "C", "N", "C", "C", "C", "C", "C", "H", "H", "H", "H", "H", "H", "H", "H", "H", "H", "H", "H", "H", "H", "H", "O", "H", "H", "O", "H", "H", "O", "H", "H", "O", "H", "H", "O", "H", "H", "O", "H", "H", "O", "H", "H", "O", "H", "H", "O", "H", "H", "O", "H", "H", "O", "H", "H", "O"], "coordinates": [[0.7210, -0.7321, 1.7148], [0.3760, -0.3030, 0.2990], [2.7186, 1.0983, -0.3703], [2.4258, -0.0490, -1.0641], [1.3634, -0.8106, -0.7297], [1.0930, -2.1658, -1.1971], [1.9313, -3.1952, -1.3667], [3.2723, -0.2535, -2.2947], [0.6871, -1.8227, 1.8117], [1.7813, -0.6165, 1.9687], [0.1107, -0.2093, 2.4516], [-0.6656, -0.5552, 0.1287], [0.2831, 0.7869, 0.2046], [3.5437, 1.6145, -0.5951], [2.2617, 1.3329, 0.4830], [0.0422, -2.4425, -1.1349], [1.5422, -4.2029, -1.3138], [3.0054, -3.2165, -1.5034], [2.4907, -0.4623, -3.0307], [3.6186, -1.2876, -2.2313], [4.0318, 0.4781, -2.5178], [-4.3934, -0.3783, -2.8272], [-3.5268, -1.5223, -2.4080], [-4.1904, -0.9065, -2.0485], [2.2414, 2.4001, 2.4798], [3.2982, 1.4927, 2.9462], [3.0976, 2.4378, 2.9045], [0.2886, 3.8429, 0.4452], [0.6200, 3.8398, -1.1271], [0.8109, 3.4611, -0.2691], [3.2784, -2.6619, 1.5544], [4.4748, -1.7692, 1.2368], [3.8302, -1.9594, 1.9135], [-1.8628, -3.2656, -2.6758], [-1.7071, -2.0949, -3.6864], [-2.3143, -2.7689, -3.3646], [-0.4987, 2.0421, 2.2272], [-1.5156, 2.8056, 1.1530], [-0.8705, 2.8477, 1.8743], [-2.0071, 1.1509, 3.6880], [-2.9852, -0.1413, 4.1228], [-2.1994, 0.3891, 4.2276], [-5.0325, 0.3173, 0.4618], [-4.3222, -0.9452, -0.2832], [-4.4099, -0.4050, 0.5270], [-2.9900, 0.6238, -0.7348], [-1.3460, 0.7192, -1.2440], [-2.2807, 0.8979, -1.3238], [-3.5419, 4.1124, -0.0158], [-2.9752, 2.7684, -0.5531], [-2.8404, 3.4674, 0.1017], [0.3750, 2.3224, -3.4187], [1.4006, 1.8694, -2.3559], [1.0274, 1.6460, -3.2200], [-1.5783, -2.9136, 2.7446], [-0.7680, -3.0798, 3.9452], [-1.2209, -3.6280, 3.2900]], "forces_ev_per_a": [[0.8, -0.2, 0.3], [0.3, 0.7, 0.1], [0.1, -0.1, -0.5], [0.3, 0.8, 0.3], [-0.6, 0.1, -0.5], [0.4, -0.3, 0.6], [-0.1, -0.7, -0.2], [-1.6, -2.4, 0.6], [-0.8, 0.0, 0.1], [-0.1, 0.7, -0.2], [-0.1, -0.4, 0.2], [-0.1, -0.9, -0.4], [0.5, 0.2, 0.3], [0.1, 0.1, 0.0], [-0.2, 0.1, 0.2], [-0.1, 0.0, 0.1], [-0.3, -0.1, -0.5], [0.1, 0.6, 0.3], [0.5, 1.0, -0.8], [1.0, 0.3, 0.1], [0.0, 0.1, -0.1], [-0.2, 0.2, 0.2], [0.0, -0.2, 0.1], [0.0, -0.6, -0.9], [-0.5, 0.5, -0.1], [0.4, 0.1, 0.2], [0.1, -0.6, -0.1], [-0.3, 0.1, -0.3], [-0.4, 0.5, 0.3], [0.7, -0.6, -0.1], [0.0, 0.0, -0.1], [0.2, 0.1, -0.3], [-0.2, -0.1, 0.4], [0.2, 0.1, -0.1], [0.3, -0.1, 0.1], [-0.4, 0.2, 0.1], [-0.4, -0.5, -0.6], [-0.1, -0.7, 0.2], [0.4, 1.2, 0.8], [-1.1, 0.0, -0.6], [-0.4, 0.7, -0.9], [1.4, -0.7, 1.4], [-0.3, -0.2, -0.6], [-0.8, 0.9, 0.1], [1.0, -0.4, 0.9], [1.0, -1.0, 0.7], [-0.2, -0.5, 1.0], [-0.6, 1.8, -1.7], [0.0, 0.0, 0.1], [0.2, 0.0, -0.2], [-0.1, -0.1, -0.1], [0.0, 0.1, 0.1], [-0.1, 0.0, 0.0], [0.0, 0.0, 0.0], [-0.2, -0.4, -0.3], [0.1, -0.4, 0.2], [0.1, 0.9, 0.0]]}